A gas-phase ion, C3H5N3 (charge +2) at a distorted geometry, computed with wB97M-V/def2-TZVPD.

Energy relative to the best compared isomer or geometry (same formula, charge and spin) in kcal per mole: 72.7
HOMO level in eV: -21.12
Kohn-Sham gap in eV: 9.29

ORCA input file:
```
! RIJCOSX wB97M-V def2-TZVPD def2/J DEFGRID3
* xyz 2 1
C 0.152 0.670 1.365
C 0.183 0.446 -1.048
C 0.275 -0.325 -2.017
N -1.058 -1.393 1.412
N -0.416 -0.466 1.547
N 0.155 1.227 -0.023
H 0.493 1.289 2.303
H -0.515 -0.931 -2.489
H -0.789 -2.346 1.544
H 1.266 -0.352 -2.457
H 0.254 2.181 -0.136
*
```

A molecular structure, C18H33BiN5O6 at a distorted geometry, computed with wB97M-V/def2-TZVPD.

Energy relative to the best compared isomer or geometry (same formula, charge and spin) in kcal per mole: 0.0
HOMO level (alpha / beta) in eV: -9.66 / -9.66
Kohn-Sham gap (alpha / beta) in eV: 6.16 / 6.22

ORCA input file:
```
! RIJCOSX wB97M-V def2-TZVPD def2/J DEFGRID3
* xyz 1 1
O -0.234 -1.940 -4.076
H -0.770 -2.006 -4.918
Bi -0.623 -0.067 -0.186
N -0.154 0.804 -2.541
N 1.758 0.015 -0.988
N -2.113 -2.110 0.307
N 0.259 -1.922 1.054
O -1.063 0.334 -3.567
O -3.113 -2.347 -0.450
O 1.577 -1.860 1.390
O 2.715 -0.529 -0.305
C 2.143 0.668 -2.136
C 1.079 1.091 -2.980
C -1.809 -2.984 1.286
C -0.479 -2.809 1.764
C 1.359 1.858 -4.257
H 1.365 1.209 -5.145
H 2.324 2.369 -4.205
H 0.582 2.613 -4.390
C 3.594 0.806 -2.427
H 3.998 -0.137 -2.791
H 4.145 1.058 -1.527
H 3.788 1.570 -3.176
C -2.762 -3.974 1.857
C -0.027 -3.535 2.991
H -3.591 -4.248 1.203
H -3.172 -3.605 2.811
H -2.174 -4.874 2.078
H 1.067 -3.431 3.030
H -0.323 -4.604 2.940
H -0.480 -3.057 3.888
H -2.926 -1.012 -1.211
H 2.025 -1.321 0.640
C 0.516 -3.121 -3.664
H 1.263 -3.368 -4.389
H -0.158 -4.054 -3.541
H 0.701 -2.671 -2.683
O -2.486 -0.125 -1.373
H -0.594 -0.715 -3.683
H -2.100 0.084 -2.310
C -0.213 4.126 1.541
N 0.515 3.126 0.704
C 1.589 3.752 -0.098
C 0.972 1.979 1.661
C -0.219 1.398 2.372
C -0.259 1.382 3.769
C -1.339 0.869 4.440
C -2.426 0.369 3.726
C -2.401 0.365 2.313
C -1.330 0.967 1.657
H 0.458 4.456 2.348
H -1.126 3.683 1.985
H -0.496 4.972 0.902
H -0.190 2.695 0.084
H 2.370 4.055 0.573
H 1.937 3.024 -0.808
H 1.143 4.593 -0.603
H 1.517 1.270 1.026
H 1.718 2.432 2.321
H 0.607 1.734 4.299
H -1.401 0.887 5.518
H -3.296 -0.085 4.215
H -3.236 -0.101 1.737
*
```

A gas-phase ion, C18H24F3N2 (charge +1) at a distorted geometry, computed with wB97M-V/def2-TZVPD.

SMILES: CCC1=C(C)[C@H]([C@@H](c2ccc(C(F)(F)F)cc2)N(C)C)[NH+]=C1C
HOMO level in eV: -11.70
Kohn-Sham gap in eV: 7.27

ORCA input file:
```
! RIJCOSX wB97M-V def2-TZVPD def2/J DEFGRID3
* xyz 1 1
C 2.838 2.017 0.765
C 1.704 2.548 1.672
C 0.357 1.967 1.366
C -0.573 2.525 0.458
C -0.514 3.831 -0.209
N -1.614 1.681 0.395
C -1.386 0.423 1.055
C -0.124 0.749 1.815
C 0.469 -0.089 2.872
H 3.806 2.463 1.034
H 2.922 0.924 0.847
H 2.625 2.251 -0.290
H 1.955 2.352 2.726
H 1.661 3.638 1.553
H 0.417 4.338 0.008
H -0.635 3.782 -1.290
H -1.318 4.452 0.175
H -2.315 1.805 -0.339
H -2.290 0.164 1.749
H -0.238 -0.856 3.214
H 1.367 -0.629 2.538
H 0.769 0.525 3.732
C -3.165 -2.510 1.398
N -1.873 -2.151 0.823
C -0.725 -2.877 1.330
C -1.662 -0.905 0.103
C -0.839 -1.129 -1.171
C -0.181 -2.330 -1.538
C 0.931 -2.251 -2.388
C 1.227 -1.045 -3.009
C 2.403 -0.922 -3.918
F 2.215 -0.033 -4.938
F 3.491 -0.497 -3.200
F 2.735 -2.104 -4.502
C 0.408 0.062 -2.849
C -0.689 -0.025 -2.002
H -3.012 -3.109 2.315
H -3.743 -1.615 1.701
H -3.793 -3.092 0.690
H -0.929 -3.193 2.361
H -0.496 -3.778 0.730
H 0.163 -2.227 1.340
H -2.684 -0.514 -0.180
H -0.420 -3.301 -1.088
H 1.545 -3.129 -2.580
H 0.580 0.987 -3.392
H -1.372 0.826 -1.882
*
```

2 unconnected molecules or ions with the total composition C4H7NO, computed with wB97M-V/def2-TZVPD.

SMILES: [H]/N=C/C.C=C=O
Energy relative to the best compared isomer or geometry (same formula, charge and spin) in kcal per mole: 53.5
HOMO level in eV: -9.15
Kohn-Sham gap in eV: 10.11

ORCA input file:
```
! RIJCOSX wB97M-V def2-TZVPD def2/J DEFGRID3
* xyz 0 1
C -1.704 -0.151 -0.471
C -0.735 -0.696 0.537
N 0.214 -1.465 0.186
C 1.846 0.746 -0.617
C 1.305 1.104 0.523
O 0.878 1.464 1.551
H -2.567 -0.823 -0.516
H -1.251 -0.107 -1.465
H -2.065 0.843 -0.188
H -0.895 -0.384 1.577
H 0.789 -1.724 0.991
H 1.386 -0.002 -1.250
H 2.797 1.196 -0.857
*
```

C23H23NO7 in the gas phase at a distorted geometry, computed with wB97M-V/def2-TZVPD.

SMILES: COC(=O)CCC(=O)O[C@]1(C)C(=O)C=C2C=C(C3CC3)N(Cc3ccco3)C=C2C1=O
Energy relative to the best compared isomer or geometry (same formula, charge and spin) in kcal per mole: 38.6
HOMO level in eV: -7.62
Kohn-Sham gap in eV: 7.68

ORCA input file:
```
! RIJCOSX wB97M-V def2-TZVPD def2/J DEFGRID3
* xyz 0 1
C -0.778 5.823 1.959
H 0.021 5.971 2.688
H -1.736 6.026 2.443
H -0.639 6.471 1.099
O -0.750 4.490 1.462
C -0.862 3.517 2.377
O -0.967 3.718 3.555
C -0.857 2.161 1.708
H -0.109 2.161 0.915
C -0.626 1.030 2.702
C -1.074 -0.300 2.133
O -1.863 -0.418 1.227
O -0.473 -1.299 2.749
C -0.863 -2.668 2.460
C -1.861 -3.132 3.507
H -2.753 -2.511 3.470
H -2.138 -4.162 3.299
H -1.406 -3.076 4.492
C -1.407 -2.812 1.045
O -2.481 -3.303 0.790
C -0.413 -2.434 0.020
C -0.813 -1.970 -1.187
N 0.058 -1.590 -2.156
C 1.411 -1.731 -1.930
C 1.859 -2.261 -0.764
C 0.985 -2.610 0.314
C 1.410 -3.135 1.506
C 0.516 -3.410 2.582
O 0.766 -4.064 3.574
H 2.446 -3.401 1.646
H 2.918 -2.411 -0.625
C 2.334 -1.312 -3.016
C 2.680 0.144 -3.188
C 3.718 -0.821 -2.715
H 4.510 -1.102 -3.392
H 4.031 -0.753 -1.685
H 2.282 0.842 -2.467
H 2.745 0.544 -4.189
H 2.220 -1.892 -3.927
C -0.472 -0.848 -3.284
C -0.599 0.605 -2.935
C -1.058 1.213 -1.804
C -0.903 2.606 -2.020
C -0.366 2.734 -3.263
O -0.173 1.528 -3.825
H -0.087 3.592 -3.841
H -1.155 3.394 -1.341
H -1.456 0.732 -0.934
H 0.176 -0.946 -4.156
H -1.453 -1.267 -3.532
H -1.865 -1.862 -1.398
H -1.213 1.222 3.605
H 0.418 0.954 3.004
H -1.835 2.025 1.238
*
```

C8H11BN4S2 in the gas phase at a distorted geometry, computed with wB97M-V/def2-TZVPD.

SMILES: Cn1ccn(Bn2ccn(C)c2=S)c1=S
Energy relative to the best compared isomer or geometry (same formula, charge and spin) in kcal per mole: 0.0
HOMO level in eV: -7.71
Kohn-Sham gap in eV: 8.01

ORCA input file:
```
! RIJCOSX wB97M-V def2-TZVPD def2/J DEFGRID3
* xyz 0 1
B 1.086 -0.715 0.086
C -1.398 -0.603 0.948
C 0.215 1.487 -0.964
C -2.255 -1.564 1.159
C 0.751 2.633 -1.309
C -0.428 -2.676 0.508
C 2.351 1.333 -0.448
C -2.409 -4.026 1.047
C 3.102 3.608 -1.085
N -0.183 -1.225 0.447
N 1.196 0.615 -0.384
N -1.693 -2.806 0.951
N 2.102 2.542 -0.984
S 0.609 -3.884 0.092
S 3.883 0.680 0.013
H 1.829 -1.517 0.054
H -1.470 0.448 1.212
H -0.873 1.397 -1.120
H -3.223 -1.506 1.604
H 0.274 3.494 -1.703
H -2.568 -4.473 0.057
H -1.815 -4.851 1.480
H -3.319 -3.779 1.640
H 3.527 3.726 0.011
H 3.832 3.352 -1.792
H 2.682 4.554 -1.354
*
```

C5H5NO in the gas phase at a distorted geometry, computed with wB97M-V/def2-TZVPD.

SMILES: N#C/C=C\CC=O
Energy relative to the best compared isomer or geometry (same formula, charge and spin) in kcal per mole: 31.6
HOMO level in eV: -10.12
Kohn-Sham gap in eV: 10.24

ORCA input file:
```
! RIJCOSX wB97M-V def2-TZVPD def2/J DEFGRID3
* xyz 0 1
N 0.768 1.056 2.770
C -0.009 0.905 1.924
C -1.032 0.642 0.952
O 0.959 1.193 -1.379
C 0.899 -0.003 -1.503
C 0.396 -0.917 -0.376
C -0.910 -0.307 0.021
H -1.927 1.251 1.016
H 1.159 -0.489 -2.462
H 0.312 -1.951 -0.725
H 1.125 -0.879 0.443
H -1.758 -0.503 -0.632
*
```

2 unconnected molecules or ions with the total composition C3H10NO2, computed with wB97M-V/def2-TZVPD.

Energy relative to the best compared isomer or geometry (same formula, charge and spin) in kcal per mole: 19.5
HOMO level in eV: -14.74
Kohn-Sham gap in eV: 11.09

ORCA input file:
```
! RIJCOSX wB97M-V def2-TZVPD def2/J DEFGRID3
* xyz 1 1
O 0.681 -1.356 -1.271
C 1.086 -0.332 -0.799
C 0.646 0.051 0.617
C 1.213 -0.885 1.678
N -0.861 -0.047 0.579
H 1.731 0.350 -1.383
H 0.901 1.095 0.820
H 1.754 -1.729 1.273
H 1.889 -0.314 2.306
H 0.406 -1.321 2.270
H -1.127 -0.859 0.010
H -1.222 -0.160 1.526
H -1.317 0.788 0.138
H -2.558 2.762 -0.661
H -1.920 1.956 -1.780
O -2.075 1.935 -0.825
*
```

2 unconnected molecules or ions with the total composition C2H5ClNP at a distorted geometry, computed with wB97M-V/def2-TZVPD.

Energy relative to the best compared isomer or geometry (same formula, charge and spin) in kcal per mole: 139.6
HOMO level (alpha / beta) in eV: -7.58 / -7.53
Kohn-Sham gap (alpha / beta) in eV: 5.62 / 5.60

ORCA input file:
```
! RIJCOSX wB97M-V def2-TZVPD def2/J DEFGRID3
* xyz 0 1
C 0.959 0.894 0.019
C -0.479 0.306 0.271
N -1.452 0.706 -0.545
P -1.802 3.745 0.888
Cl -0.503 2.681 1.954
H 1.546 0.486 0.855
H 1.315 0.466 -0.930
H 0.848 1.927 -0.010
H -0.931 0.664 1.339
H -0.381 -0.772 0.315
*
```

A gas-phase ion, C2H2ClO2S (charge -1) at a distorted geometry, computed with wB97M-V/def2-TZVPD.

SMILES: O=C([O-])[C@H](S)Cl
Energy relative to the best compared isomer or geometry (same formula, charge and spin) in kcal per mole: 0.0
HOMO level in eV: -4.52
Kohn-Sham gap in eV: 8.05

ORCA input file:
```
! RIJCOSX wB97M-V def2-TZVPD def2/J DEFGRID3
* xyz -1 1
C 0.876 -1.143 -0.920
C -0.391 -0.692 0.177
O 1.704 -0.281 -0.972
O 0.673 -2.285 -1.315
S 0.035 1.093 0.875
Cl -0.411 -1.839 1.522
H -1.520 -0.658 -0.086
H 1.190 1.218 0.280
*
```

A gas-phase ion, C4H6N3O2 (charge -1) at a distorted geometry, computed with wB97M-V/def2-TZVPD.

SMILES: Cn1[nH]cc(N[O-])c1=O
Energy relative to the best compared isomer or geometry (same formula, charge and spin) in kcal per mole: 121.1
HOMO level (alpha / beta) in eV: -1.65 / -1.65
Kohn-Sham gap (alpha / beta) in eV: 5.19 / 5.19

ORCA input file:
```
! RIJCOSX wB97M-V def2-TZVPD def2/J DEFGRID3
* xyz -1 1
C -0.762 -1.446 -0.045
C -1.380 -0.201 -0.042
C -0.112 0.873 -0.082
C 2.327 0.629 -0.178
N 0.659 -1.345 -0.089
N 0.966 0.069 0.031
N -2.636 0.309 -0.106
O -3.839 -0.345 0.040
O -0.027 2.093 -0.015
H -1.087 -2.272 0.446
H 3.137 0.267 0.634
H 2.544 0.259 -1.238
H 1.984 1.723 -0.270
H 1.000 -1.790 0.657
H -2.775 1.175 0.257
*
```

3 unconnected molecules or ions with the total composition C31H58B2I2N4O12S at a distorted geometry, computed with wB97M-V/def2-TZVPD.

HOMO level in eV: -8.60
Kohn-Sham gap in eV: 8.28

ORCA input file:
```
! RIJCOSX wB97M-V def2-TZVPD def2/J DEFGRID3
* xyz 0 1
C 4.708 -0.113 -2.521
O 3.522 -0.546 -1.825
B 3.246 -1.937 -2.031
O 3.378 -2.317 -3.403
C 2.913 -2.940 -0.828
C 4.256 -3.351 -0.074
C 5.438 -2.309 -0.127
C 6.527 -2.777 0.954
C 7.105 -1.575 1.816
S 8.882 -1.323 1.325
C 8.740 -0.151 -0.044
N 8.115 1.011 0.238
N 8.133 1.676 -0.953
C 8.737 0.935 -1.891
O 9.177 -0.269 -1.326
N 2.682 -4.255 -1.569
C 2.095 -5.023 -0.450
O 2.502 -5.977 0.127
C 0.720 -4.192 -0.316
C 0.013 -5.011 0.863
C -1.319 -4.422 1.456
N -1.540 -4.797 2.895
C -0.352 -4.301 -1.441
I -2.159 -3.069 -1.649
C -0.326 -5.287 -2.429
C 0.734 -6.418 -2.527
I -1.830 -5.484 -4.020
C 1.529 -2.796 0.026
C 0.589 -1.613 -0.361
C 1.017 -0.130 -0.118
C 0.164 0.525 1.074
C -0.852 1.623 0.581
O -1.907 1.727 1.591
C -2.928 0.791 1.242
C -4.069 1.346 0.268
O -2.960 -0.329 1.662
C 1.652 -2.815 1.603
B 2.514 -1.692 2.343
O 2.183 -1.477 3.710
O 3.558 -0.894 1.827
H 5.428 -0.952 -2.696
H 5.240 0.600 -1.822
H 4.496 0.481 -3.449
H 2.872 -1.622 -3.870
H 4.102 -3.659 1.002
H 4.696 -4.279 -0.538
H 5.162 -1.241 0.012
H 5.962 -2.449 -1.119
H 6.131 -3.545 1.664
H 7.383 -3.250 0.411
H 7.167 -1.942 2.881
H 6.503 -0.637 1.763
H 8.880 1.245 -2.948
H 2.115 -4.199 -2.412
H -0.283 -5.990 0.378
H 0.669 -5.304 1.713
H -1.359 -3.294 1.436
H -2.183 -4.766 0.832
H -1.781 -3.950 3.418
H -2.389 -5.372 2.905
H 1.774 -6.101 -2.780
H 0.447 -7.221 -3.244
H 0.786 -6.920 -1.515
H -0.361 -1.769 0.225
H 0.401 -1.703 -1.473
H 0.786 0.495 -1.028
H 2.085 0.068 0.134
H -0.380 -0.235 1.687
H 0.875 1.042 1.781
H -0.315 2.610 0.639
H -1.254 1.460 -0.450
H -5.007 1.554 0.843
H -3.699 2.296 -0.202
H -4.197 0.572 -0.528
H 0.614 -2.661 2.015
H 2.107 -3.780 1.981
H 2.642 -0.677 4.019
H 4.373 -0.992 2.352
C -6.937 2.831 -2.467
O -6.776 3.192 -1.104
C -7.351 4.462 -0.808
C -8.682 4.313 -0.091
O -9.673 3.756 -0.947
C -9.908 2.381 -0.685
H -6.649 1.784 -2.576
H -7.972 2.944 -2.796
H -6.280 3.442 -3.095
H -7.462 5.062 -1.717
H -6.651 4.981 -0.145
H -9.036 5.306 0.203
H -8.570 3.714 0.819
H -10.451 2.268 0.259
H -8.975 1.813 -0.643
H -10.522 1.982 -1.492
C -0.757 6.754 2.531
O -1.626 7.594 1.787
C -1.469 7.433 0.382
C -2.590 6.595 -0.207
O -2.514 5.244 0.235
C -3.458 4.951 1.254
H -1.063 6.791 3.577
H -0.806 5.717 2.190
H 0.272 7.120 2.454
H -0.492 7.000 0.145
H -1.509 8.434 -0.059
H -2.484 6.580 -1.296
H -3.567 7.029 0.029
H -4.466 4.908 0.824
H -3.437 5.694 2.055
H -3.218 3.970 1.666
*
```